Arrangement i

The molecule C9H11N3O. Source: the Open Molecules 2025 dataset; level of theory: wB97M-V/def2-TZVPD.

Results
SMILES: C[C@H](O)c1nc2ccccc2n1N
Molecular weight (g/mol): 177.21
Spin multiplicity: 1
LUMO energy (eV): 0.492
Frontier orbital gap (eV): 8.618

Geometry as XYZ:
```
24
C9H11N3O, DFT wB97M-V/def2-TZVPD
C 3.01 -0.18 1.09
C 2.36 -0.81 -0.16
C 0.84 -0.62 -0.12
C -1.31 -0.92 -0.03
C -2.64 -1.48 -0.14
C -3.68 -0.62 -0.23
C -3.50 0.75 -0.08
C -2.24 1.35 -0.05
C -1.15 0.46 0.00
H 4.13 0.14 1.01
H 2.78 -0.85 1.92
H 2.59 0.88 1.23
H 2.70 -1.90 -0.31
H 2.90 -0.85 -2.04
H -2.75 -2.57 0.01
H -4.67 -1.11 -0.24
H -4.40 1.35 0.09
H -2.03 2.41 0.10
H 1.61 1.68 -1.03
H 1.54 2.12 0.49
N -0.15 -1.54 0.08
N 0.26 0.65 -0.07
N 0.94 1.82 -0.25
O 2.87 -0.16 -1.27
```

These are the Mulliken partial charges, in e, on atoms 1 to 4:
1. C -1.08
2. C -0.05
3. C 0.43
4. C 0.44

***

Arrangement ii

The molecule C9H11N3O. Source: the Open Molecules 2025 dataset; level of theory: wB97M-V/def2-TZVPD.

Results
Molecular weight (g/mol): 177.21
Spin multiplicity: 1
LUMO energy (eV): 0.396
Frontier orbital gap (eV): 8.471

Geometry as XYZ:
```
24
C9H11N3O, DFT wB97M-V/def2-TZVPD
C -1.41 -2.47 1.70
C -1.02 -2.67 -0.45
C -0.86 -1.28 1.23
C 1.34 1.55 0.10
C -0.49 0.02 1.98
C 2.11 0.97 -1.11
C 0.96 0.47 -1.93
C -0.79 1.17 1.12
C -0.24 0.31 -1.10
N -1.38 -3.35 0.61
N -0.63 -1.42 -0.12
N 0.06 1.14 -0.04
O 1.91 2.19 0.94
H -1.40 -2.79 2.72
H -1.22 -3.07 -1.48
H -1.04 0.07 2.96
H 0.65 0.00 2.29
H 2.77 1.68 -1.61
H 2.74 0.25 -0.51
H 0.53 1.22 -2.55
H 1.09 -0.29 -2.62
H -1.80 0.99 0.71
H -0.76 2.19 1.63
H -1.24 0.42 -1.49
```

These are the Mulliken partial charges, in e, on atoms 1 to 4:
1. C -0.70
2. C -0.11
3. C 0.34
4. C 0.37

***

Computed energies relative to the best structure, in kJ/mol: arrangement i 0.0; arrangement ii 32.5

***

Arrangement i

The molecule C18H25NO2. Source: the Open Molecules 2025 dataset; level of theory: wB97M-V/def2-TZVPD.

Results
SMILES: Cc1ccc([C@@H](C2C(=O)CC(C)(C)CC2=O)N(C)C)cc1
Molecular weight (g/mol): 287.40
Spin multiplicity: 1
LUMO energy (eV): 0.300
Frontier orbital gap (eV): 7.928

Geometry as XYZ:
```
46
C18H25NO2, DFT wB97M-V/def2-TZVPD
C -0.16 -2.93 2.51
N 0.59 -1.71 2.17
C -0.16 -0.48 2.15
C 1.96 -1.72 1.70
C 2.00 -0.79 0.49
C 2.43 0.54 0.66
C 2.32 1.44 -0.42
C 1.86 0.98 -1.67
C 1.91 1.88 -2.86
C 1.49 -0.37 -1.83
C 1.55 -1.27 -0.76
H -1.21 -2.68 2.74
H -0.24 -3.65 1.65
H 0.29 -3.44 3.39
H -1.08 -0.64 2.72
H 0.46 0.32 2.60
H -0.42 -0.18 1.12
H 2.31 -2.73 1.41
H 2.72 0.94 1.64
H 2.60 2.52 -0.32
H 1.57 1.37 -3.76
H 1.27 2.75 -2.68
H 2.92 2.29 -3.06
H 1.19 -0.72 -2.84
H 1.16 -2.30 -0.83
C 7.04 -3.35 4.19
C 5.74 -3.26 3.45
C 5.44 -4.61 2.79
C 4.64 -2.82 4.47
C 3.28 -2.48 3.83
O 2.23 -2.86 4.34
C 3.28 -1.62 2.60
C 4.55 -1.75 1.73
O 4.57 -1.70 0.50
C 5.84 -2.05 2.49
H 7.24 -2.40 4.68
H 6.99 -4.14 4.93
H 7.83 -3.56 3.49
H 4.50 -4.68 2.23
H 6.25 -4.89 2.12
H 5.41 -5.38 3.56
H 4.52 -3.65 5.19
H 5.03 -1.94 5.04
H 2.70 -0.49 2.81
H 6.14 -1.17 3.09
H 6.65 -2.27 1.78
```

These are the Mulliken partial charges, in e, on atoms 1 to 4:
1. C -0.91
2. N 0.44
3. C -0.77
4. C -1.69

***

Arrangement ii

The molecule C18H25NO2. Source: the Open Molecules 2025 dataset; level of theory: wB97M-V/def2-TZVPD.

Results
SMILES: CC(C)=C[C@H]1[C@H](C(=O)NCCOc2ccccc2)C1(C)C
Molecular weight (g/mol): 287.40
Spin multiplicity: 1
LUMO energy (eV): 0.611
Frontier orbital gap (eV): 9.121

Geometry as XYZ:
```
46
C18H25NO2, DFT wB97M-V/def2-TZVPD
C 5.32 2.51 -1.17
C 4.51 1.67 -0.22
C 3.69 0.72 -0.65
C 2.86 -0.14 0.21
C 2.74 -1.62 0.02
C 2.68 -2.49 1.25
H 3.68 -2.69 1.62
H 2.20 -3.44 1.03
H 2.11 -2.00 2.04
C 3.44 -2.29 -1.14
H 4.49 -2.46 -0.89
H 2.98 -3.26 -1.35
H 3.40 -1.69 -2.04
C 1.56 -0.72 -0.31
C 0.36 -0.65 0.56
O 0.40 -0.55 1.77
N -0.82 -0.72 -0.12
H -0.81 -0.71 -1.12
C -2.09 -0.57 0.55
H -1.94 -0.83 1.60
H -2.82 -1.25 0.11
C -2.60 0.88 0.46
H -1.95 1.53 1.05
H -2.59 1.23 -0.58
O -3.88 1.03 1.03
C -4.98 0.62 0.35
C -6.19 0.74 1.05
C -7.38 0.37 0.46
C -7.39 -0.13 -0.83
C -6.20 -0.26 -1.53
C -5.00 0.11 -0.94
H -4.09 0.00 -1.51
H -6.20 -0.64 -2.53
H -8.32 -0.42 -1.30
H -8.30 0.47 1.01
H -6.16 1.13 2.05
H 1.36 -0.59 -1.37
H 2.80 0.19 1.25
H 3.60 0.55 -1.71
C 4.71 1.99 1.24
H 5.09 1.12 1.77
H 5.42 2.80 1.36
H 3.77 2.28 1.71
H 5.12 2.23 -2.20
H 5.07 3.56 -1.04
H 6.38 2.38 -0.97
```

These are the Mulliken partial charges, in e, on atoms 1 to 4:
1. C -1.53
2. C 1.24
3. C -0.96
4. C -0.03

***

Computed energies relative to the best structure, in kJ/mol: arrangement i 206.3; arrangement ii 0.0

***

Arrangement i

The molecule C2HN3OS. Source: the Open Molecules 2025 dataset; level of theory: wB97M-V/def2-TZVPD.

Results
SMILES: S=c1cnnno1
Molecular weight (g/mol): 115.12
Spin multiplicity: 1
LUMO energy (eV): -1.683
Frontier orbital gap (eV): 7.733

Geometry as XYZ:
```
8
C2HN3OS, DFT wB97M-V/def2-TZVPD
C 0.45 0.34 -0.75
C -0.80 -0.39 -0.31
H -1.32 -1.13 -1.08
N -0.91 -0.81 0.84
N -0.32 0.07 1.79
N 0.62 0.75 1.68
O 1.32 0.74 0.21
S 0.97 0.43 -2.37
```

These are the Mulliken partial charges, in e, on atoms 1 to 4:
1. C 0.35
2. C -0.06
3. H 0.30
4. N -0.18

***

Arrangement ii

A cluster of 2 separate species, C2HN3OS in total. Source: the Open Molecules 2025 dataset; level of theory: wB97M-V/def2-TZVPD.

Results
Molecular weight (g/mol): 115.12
Spin multiplicity: 1
LUMO energy (alpha / beta) (eV): -1.639 / -1.651
Frontier orbital gap (alpha / beta) (eV): 6.700 / 6.686

Geometry as XYZ:
```
8
C2HN3OS, DFT wB97M-V/def2-TZVPD
C -3.67 -0.28 -0.16
C -0.12 1.19 -0.89
N -3.01 -0.96 -0.91
N -2.36 -1.64 -1.60
N 0.09 0.42 -0.01
O -0.51 1.94 -1.68
S -4.57 0.61 0.78
H 0.87 -0.06 0.35
```

These are the Mulliken partial charges, in e, on atoms 1 to 4:
1. C 0.50
2. C 0.54
3. N 0.48
4. N -0.70

***

Computed energies relative to the best structure, in kJ/mol: arrangement i 153.1; arrangement ii 0.0

***

Arrangement i

A cluster of 2 separate species, C3H12N3S in total. Source: the Open Molecules 2025 dataset; level of theory: wB97M-V/def2-TZVPD.

Results
Molecular weight (g/mol): 122.22
Spin multiplicity: 1
LUMO energy (eV): -3.899
Frontier orbital gap (eV): 7.622
Total charge: +1

Geometry as XYZ:
```
19
C3H12N3S, DFT wB97M-V/def2-TZVPD
C -1.77 -0.62 1.01
C -1.54 1.83 1.20
C 1.92 -0.58 -1.38
N 0.99 -1.53 -1.49
N 1.97 0.59 -2.06
N -1.00 0.52 1.55
S 3.24 -0.83 -0.22
H -2.70 -0.83 1.56
H -1.93 -0.39 0.00
H -1.31 -1.58 1.07
H -1.84 1.95 0.12
H -2.47 1.95 1.80
H -0.81 2.67 1.45
H 0.36 -1.49 -2.26
H 1.18 -2.40 -1.01
H 2.57 1.17 -1.69
H 1.34 0.95 -2.77
H -1.01 0.35 2.57
H 2.79 -1.75 0.55
```

These are the Mulliken partial charges, in e, on atoms 1 to 4:
1. C -0.91
2. C -0.78
3. C 0.89
4. N -0.35

***

Arrangement ii

A cluster of 2 separate species, C3H12N3S in total. Source: the Open Molecules 2025 dataset; level of theory: wB97M-V/def2-TZVPD.

Results
Molecular weight (g/mol): 122.22
Spin multiplicity: 1
LUMO energy (eV): -4.065
Frontier orbital gap (eV): 8.050
Total charge: +1

Geometry as XYZ:
```
19
C3H12N3S, DFT wB97M-V/def2-TZVPD
N 0.78 -1.13 1.64
C 0.79 -1.98 0.63
N 1.91 -2.54 0.18
H 1.67 -0.71 1.83
H 0.03 -0.49 1.61
H -0.15 -2.08 0.08
H 1.92 -2.76 -0.80
H 2.82 -2.51 0.66
C -0.88 0.89 -1.17
C -1.18 1.66 0.15
S -2.99 2.06 0.24
N 0.53 0.41 -1.21
H -1.57 0.04 -1.21
H -1.14 1.55 -1.99
H -0.90 0.99 0.97
H -0.61 2.59 0.10
H -2.95 2.55 1.50
H 0.80 0.17 -2.14
H 1.12 1.28 -1.07
```

These are the Mulliken partial charges, in e, on atoms 1 to 4:
1. N -0.37
2. C 0.32
3. N -0.35
4. H 0.27

***

Arrangement iii

A structure of composition C3H12N3S. Source: the Open Molecules 2025 dataset; level of theory: wB97M-V/def2-TZVPD.

Results
Molecular weight (g/mol): 122.22
Spin multiplicity: 1
LUMO energy (eV): -3.028
Frontier orbital gap (eV): 9.918
Total charge: +1

Geometry as XYZ:
```
19
C3H12N3S, DFT wB97M-V/def2-TZVPD
C -1.61 0.95 -0.48
C 1.48 -0.80 -0.76
C -0.07 0.25 -0.07
N -2.05 1.38 0.80
N 1.73 -1.33 0.48
N -0.49 -0.68 1.00
S 2.57 0.46 -1.50
H -2.30 0.18 -0.97
H -1.52 1.77 -1.29
H 1.15 -1.54 -1.47
H 0.56 1.15 0.10
H -3.00 1.86 0.82
H -0.88 -0.24 1.77
H 2.10 -0.74 1.14
H 2.03 -2.34 0.63
H -1.22 -1.32 0.63
H 0.48 -1.36 1.04
H -1.33 2.12 1.04
H 2.37 0.23 -2.90
```

These are the Mulliken partial charges, in e, on atoms 1 to 4:
1. C -0.63
2. C -0.18
3. C -0.37
4. N -0.55

***

Computed energies relative to the best structure, in kJ/mol: arrangement i 67.0; arrangement ii 0.0; arrangement iii 300.0

***

Arrangement i

A cluster of 2 separate species, C2H3OPS in total. Source: the Open Molecules 2025 dataset; level of theory: wB97M-V/def2-TZVPD.

Results
Molecular weight (g/mol): 106.09
Spin multiplicity: 3
LUMO energy (alpha / beta) (eV): -0.513 / -2.533
Frontier orbital gap (alpha / beta) (eV): 6.860 / 6.702

Geometry as XYZ:
```
8
C2H3OPS, DFT wB97M-V/def2-TZVPD
C -0.99 0.62 -0.51
C -0.62 -0.34 -1.32
O 1.37 -0.96 2.79
P 1.25 -0.71 1.33
S -0.12 -1.56 -2.21
H -0.56 1.55 -0.64
H -2.02 0.71 -0.32
H 1.69 0.69 0.88
```

These are the Mulliken partial charges, in e, on atoms 1 to 4:
1. C -0.63
2. C 0.31
3. O -0.39
4. P 0.26

***

Arrangement ii

The molecule C2H3OPS. Source: the Open Molecules 2025 dataset; level of theory: wB97M-V/def2-TZVPD.

Results
Molecular weight (g/mol): 106.09
Spin multiplicity: 3
LUMO energy (alpha / beta) (eV): 0.407 / -2.519
Frontier orbital gap (alpha / beta) (eV): 5.991 / 7.177

Geometry as XYZ:
```
8
C2H3OPS, DFT wB97M-V/def2-TZVPD
C 0.96 -0.59 -0.28
C -0.19 -0.64 0.07
O -1.36 1.63 -0.29
P -1.91 -1.02 0.38
S -2.64 0.64 -0.70
H 1.95 -0.67 -0.61
H -0.49 1.23 -0.65
H -2.01 -0.49 1.60
```

These are the Mulliken partial charges, in e, on atoms 1 to 4:
1. C 0.30
2. C -0.68
3. O -0.40
4. P 0.01

***

Computed energies relative to the best structure, in kJ/mol: arrangement i 0.0; arrangement ii 183.4

***

Arrangement i

The ion C5H12N3O with charge +1. Source: the Open Molecules 2025 dataset; level of theory: wB97M-V/def2-TZVPD.

Results
SMILES: CON1C=NC[C@@H]([NH3+])C1
Molecular weight (g/mol): 130.17
Spin multiplicity: 1
LUMO energy (eV): -3.842
Frontier orbital gap (eV): 8.822
Total charge: +1

Geometry as XYZ:
```
21
C5H12N3O, DFT wB97M-V/def2-TZVPD
C -1.04 1.47 -0.62
C 1.07 1.08 -1.27
C 0.35 -0.43 0.60
C 1.07 -0.38 -0.74
C -2.87 -0.30 1.46
N -0.21 1.65 -1.52
N -0.89 0.41 0.39
N 2.47 -0.91 -0.50
O -1.68 0.47 1.51
H -2.16 1.62 -0.60
H 1.72 1.65 -0.59
H 1.63 1.00 -2.23
H 0.01 -1.40 0.90
H 1.05 -0.12 1.46
H 0.67 -1.11 -1.43
H -2.72 -1.42 1.18
H -3.67 -0.09 0.78
H -3.25 -0.23 2.49
H 2.98 -0.01 -0.41
H 2.88 -1.49 -1.26
H 2.59 -1.46 0.39
```

These are the Mulliken partial charges, in e, on atoms 1 to 4:
1. C 0.06
2. C -0.71
3. C -0.83
4. C -0.02

***

Arrangement ii

A structure of composition C5H12N3O. Source: the Open Molecules 2025 dataset; level of theory: wB97M-V/def2-TZVPD.

Results
Molecular weight (g/mol): 130.17
Spin multiplicity: 1
LUMO energy (eV): -4.562
Frontier orbital gap (eV): 9.271
Total charge: +1

Geometry as XYZ:
```
21
C5H12N3O, DFT wB97M-V/def2-TZVPD
C -2.46 0.85 1.64
C -1.10 0.97 0.93
C 1.23 -0.68 -0.56
C 0.77 -2.10 -0.50
C 1.21 1.17 -2.03
N -2.29 0.21 2.71
N -0.02 0.58 1.48
N 0.67 -0.06 -1.59
O 1.12 0.37 0.95
H -3.35 1.23 1.09
H -1.07 1.12 -0.16
H 2.37 -0.63 -0.49
H 0.95 -2.56 0.49
H 1.36 -2.71 -1.09
H -0.29 -2.23 -0.68
H 0.53 1.56 -2.71
H 1.36 1.85 -1.21
H 2.22 1.01 -2.44
H -3.04 0.24 3.45
H 0.00 0.29 2.57
H -0.17 -0.48 -1.87
```

These are the Mulliken partial charges, in e, on atoms 1 to 4:
1. C -0.19
2. C 0.05
3. C 0.38
4. C -1.44

***

Computed energies relative to the best structure, in kJ/mol: arrangement i 0.0; arrangement ii 23.6